# 1
C6H9HgO4 as an isolated structure. Source: the Open Molecules 2025 dataset; level of theory: ωB97M-V with the def2-TZVPD basis set.

```
20
Properties=species:S:1:pos:R:3:forces:R:3:lowdin_charge:R:1
O 2.98967 1.67432 1.21892 1.0 0.1 1.2 -0.141
C 2.60627 0.48375 1.09993 -4.5 1.2 -1.5 -0.831
O 3.00395 -0.28325 0.18964 0.0 -1.5 0.6 -0.159
O 1.41241 0.24922 1.70022 2.3 -2.1 2.6 -0.074
C 0.14032 0.39994 1.05057 0.6 -0.3 5.0 -0.058
Hg 4.64180 1.13857 -0.16319 2.1 0.8 -1.2 0.964
H 0.59626 0.56716 0.06001 -2.0 0.0 -0.1 0.128
H -0.22726 1.06821 1.84898 -0.4 1.6 -2.3 0.118
C -1.31059 -0.71589 1.67297 3.3 1.7 0.1 -0.064
C -1.84593 -0.80050 0.35073 1.0 0.2 -4.1 -0.174
H -0.75540 -1.56660 2.07959 -0.6 -0.1 -0.2 0.101
H -1.96801 -0.21909 2.39801 0.7 0.1 0.3 0.096
H -2.17607 -1.78297 -0.00421 0.2 0.1 -0.1 0.106
C -1.33447 0.09691 -0.59486 -4.9 -2.4 -0.5 -0.148
C -1.19112 -0.38759 -2.01496 -0.3 -0.1 0.0 -0.261
O -0.50561 0.60013 -2.76994 0.1 0.1 -0.3 -0.070
H -1.54462 1.16928 -0.51735 1.3 -0.1 0.5 0.135
H -2.19314 -0.56893 -2.44127 0.3 0.0 -0.1 0.123
H -0.63726 -1.34180 -2.03326 -0.2 0.3 0.0 0.127
H 0.29881 0.21913 -3.13054 -0.1 0.0 0.0 0.082
```
Forces are in eV/Å.

Computed properties:
Frontier orbital gap (spin up / spin down) in eV: 8.14 / 5.61
Spin multiplicity: 2

# 2
One molecule with the formula C18H26O6. Source: the Open Molecules 2025 dataset; level of theory: ωB97M-V with the def2-TZVPD basis set.

```
50
Properties=species:S:1:pos:R:3:forces:R:3:lowdin_charge:R:1
C 0.52821 3.65467 0.11290 -0.2 0.0 -0.1 -0.106
C -0.59949 3.29211 -0.84570 0.1 -0.2 0.1 -0.257
C -0.37023 1.94625 -1.53448 0.0 0.4 -0.1 -0.213
C 0.65097 2.02740 -2.66913 -0.2 -0.2 0.0 -0.200
C 0.95495 0.66158 -3.29595 0.2 0.2 -0.1 -0.186
H 1.11182 0.77578 -4.37119 -0.1 -0.1 0.0 0.106
H 0.10092 -0.00062 -3.15318 -0.1 0.0 -0.1 0.105
C 2.20794 -0.00936 -2.71334 -0.3 -0.1 -0.1 -0.142
C 2.12120 -0.18399 -1.22711 0.0 -0.3 -0.1 -0.175
C 2.85591 0.60514 -0.35819 -0.2 -0.2 0.1 -0.025
C 2.72067 0.50244 1.01360 -0.2 -0.1 0.4 0.002
C 1.82170 -0.41036 1.54352 0.3 0.1 -0.3 -0.260
C 1.11107 -1.25228 0.69382 -0.2 -0.2 0.1 0.064
C 1.25705 -1.14161 -0.68045 0.4 0.3 0.1 -0.198
O 0.59029 -1.93514 -1.57943 0.0 0.2 0.0 -0.019
C -0.12302 -3.03699 -1.10062 0.0 -0.2 0.1 -0.083
C -1.37476 -2.67474 -0.30446 0.0 0.1 -0.1 -0.486
O -2.00400 -1.65862 -0.40553 0.1 0.0 -0.1 0.132
O -1.69623 -3.68582 0.51026 0.3 -0.2 -0.1 -0.031
C -2.87860 -3.53315 1.29127 -0.3 0.2 0.1 -0.029
H -3.13595 -4.52710 1.64798 0.0 0.0 0.0 0.096
H -3.68279 -3.12087 0.67952 0.0 -0.1 0.1 0.100
H -2.68566 -2.86360 2.13145 0.0 -0.1 -0.1 0.082
H -0.45166 -3.57948 -1.99413 0.0 0.0 0.2 0.152
H 0.50392 -3.70590 -0.49539 -0.1 0.1 -0.1 0.146
H 0.43149 -1.98007 1.10799 0.0 -0.1 0.1 0.112
O 1.69424 -0.44867 2.91288 0.1 0.0 -0.1 -0.021
C 0.44066 -0.82237 3.41912 -0.1 0.0 0.0 -0.086
C -0.67687 -0.00363 2.77237 0.2 0.0 0.0 -0.478
O -0.52055 1.07989 2.28629 0.0 0.1 0.0 0.142
O -1.84459 -0.64763 2.83130 0.1 -0.3 0.2 -0.046
C -2.95648 0.02102 2.22959 -0.2 0.4 -0.2 -0.034
H -2.94149 -0.15650 1.15265 0.0 0.0 0.1 0.083
H -2.89289 1.09285 2.42002 -0.1 -0.1 0.0 0.095
H -3.85166 -0.40109 2.67983 0.0 0.0 0.0 0.095
H 0.23509 -1.89519 3.30706 0.0 0.2 0.0 0.134
H 0.47020 -0.58715 4.48793 -0.1 -0.1 -0.1 0.147
H 3.27849 1.13543 1.68335 0.1 0.1 0.1 0.122
H 3.54193 1.33283 -0.76542 0.1 0.1 -0.1 0.118
H 2.32379 -0.98781 -3.18524 0.1 0.0 0.0 0.116
H 3.08409 0.59627 -2.95334 0.0 0.0 0.0 0.116
H 0.25490 2.69782 -3.43667 0.0 0.1 0.0 0.110
H 1.57760 2.46763 -2.29914 0.1 0.1 0.0 0.101
H -1.31620 1.58709 -1.94763 0.0 -0.1 0.0 0.115
H -0.04269 1.22482 -0.78616 -0.1 -0.1 0.1 0.098
H -1.53044 3.24204 -0.27705 -0.1 0.1 0.0 0.100
H -0.71352 4.07424 -1.60147 -0.1 0.0 0.0 0.103
H 0.33322 4.61674 0.58256 0.1 0.1 0.1 0.067
H 0.60650 2.89883 0.89001 0.1 -0.1 0.1 0.051
H 1.48094 3.71683 -0.40690 0.2 0.0 0.0 0.062
```
Forces are in eV/Å.

Computed properties:
Frontier orbital gap in eV: 8.73
SMILES string: CCCCCCc1ccc(OCC(=O)OC)cc1OCC(=O)OC

# 3
A 9-piece molecular cluster, C38H101N7O14 overall. Source: the Open Molecules 2025 dataset; level of theory: ωB97M-V with the def2-TZVPD basis set.

```
160
Properties=species:S:1:pos:R:3:forces:R:3:lowdin_charge:R:1
C 0.04368 -3.05431 9.79569 -0.7 1.7 -1.7 -0.091
O -1.05983 -2.13326 9.90911 0.2 0.6 0.6 -0.232
C -0.74605 -0.79277 9.42128 -1.8 -0.1 1.4 -0.185
C -2.09898 -0.26498 8.83925 1.4 -0.8 -0.4 -0.209
N -2.06399 1.05527 8.25123 0.5 -0.6 -0.4 -0.051
C -1.43606 1.18679 6.93115 -0.5 1.7 0.2 -0.206
C -2.03442 0.54580 5.70506 1.7 -0.2 1.6 -0.284
O -3.25587 1.13614 5.42310 0.5 -0.4 0.2 -0.137
C -3.78278 0.49025 4.32198 -3.0 -0.2 0.1 -0.136
H 0.96163 -2.50413 10.00250 0.3 -0.5 0.4 0.080
H -0.01442 -3.19177 8.71596 0.9 -1.0 -0.2 0.080
H -0.06940 -4.00375 10.31901 -0.3 0.5 0.3 0.086
H 0.07156 -0.78655 8.70046 0.0 -0.1 -0.1 0.110
H -0.53626 -0.16084 10.28427 0.7 0.0 0.0 0.116
H -2.87828 -0.20519 9.59900 0.2 -0.6 0.1 0.125
H -2.24784 -1.07322 8.12323 -1.1 -0.1 -0.3 0.102
H -3.02318 1.36664 8.19558 0.1 0.3 -0.2 0.104
H -0.36342 0.99449 6.90767 0.0 -0.1 0.6 0.119
H -1.58735 2.24800 6.73355 0.6 0.3 -0.1 0.111
H -2.01166 -0.52327 5.91640 -0.9 -0.5 -0.4 0.116
H -1.26928 0.68479 4.94129 -0.2 0.2 -0.7 0.114
H -4.86735 0.55559 4.40879 -0.4 1.0 -0.2 0.090
H -3.81416 -0.58934 4.46894 1.3 -0.3 -0.7 0.084
H -3.53049 0.95565 3.36917 0.6 -0.6 -0.1 0.095
C -2.72963 -2.00717 1.97565 -3.0 -0.6 0.4 -0.132
O -1.64585 -1.96078 1.15991 3.1 -1.6 0.6 -0.210
C -0.77206 -3.12662 1.37130 -0.5 -0.1 -1.1 -0.140
C 0.36610 -3.16429 0.34404 1.0 -1.3 0.4 -0.170
N 1.50228 -3.96051 0.97211 -0.2 1.4 -0.9 -0.062
C 2.68372 -4.22001 0.06750 -1.6 -0.6 0.1 -0.146
C 2.46531 -5.58604 -0.70671 1.6 2.3 -0.3 -0.253
O 2.37349 -6.54475 0.27277 -1.1 -1.4 -0.1 -0.186
C 2.19112 -7.87151 -0.22872 0.6 -0.1 0.4 -0.088
H -2.60776 -1.95425 3.05753 0.8 0.2 0.0 0.087
H -3.28436 -2.92237 1.76883 -0.1 -0.5 0.2 0.101
H -3.46385 -1.25765 1.68028 0.3 0.5 0.0 0.089
H -1.33969 -4.04011 1.19401 -0.7 0.0 -0.2 0.120
H -0.44575 -3.30158 2.39649 0.3 1.1 0.2 0.127
H 0.64912 -2.19460 -0.06548 0.3 0.1 0.6 0.105
H 0.05760 -3.75302 -0.51986 -0.5 0.2 -0.3 0.106
H 1.07561 -4.86359 1.12206 0.2 -0.3 0.4 0.079
H 3.55975 -4.24834 0.71547 0.0 -0.6 -0.1 0.104
H 2.86230 -3.35500 -0.57123 -0.3 -0.1 -0.3 0.107
H 3.32077 -5.75658 -1.36031 0.7 -0.1 0.1 0.113
H 1.67359 -5.58080 -1.45588 -0.9 0.2 0.5 0.117
H 1.37370 -8.12773 -0.90272 -0.8 1.0 0.2 0.084
H 2.07795 -8.47641 0.67095 0.3 -0.2 -0.3 0.093
H 3.03214 -8.15201 -0.86284 0.6 -0.2 0.4 0.085
C -1.85795 -1.81107 -3.69291 -1.1 -1.3 0.2 -0.135
O -1.17216 -1.38589 -4.83696 0.7 -1.0 -0.8 -0.183
C -1.97291 -1.07983 -5.99911 -0.3 2.4 -0.3 -0.167
C -1.30515 -1.27235 -7.40850 -0.1 0.9 1.5 -0.236
N -1.16606 -2.66200 -7.61335 -2.1 0.9 -0.5 -0.069
C -0.56604 -2.97485 -8.90393 0.6 -1.6 1.8 -0.174
C 0.90168 -2.93197 -8.66552 1.7 1.0 -2.4 -0.308
O 1.34323 -3.91585 -7.88024 -0.3 -3.3 3.0 -0.192
C 2.70509 -4.23311 -7.67794 -0.9 -0.2 -0.5 -0.076
H -2.38085 -2.76345 -3.78042 -0.4 -0.4 -1.1 0.083
H -2.66709 -1.16275 -3.35665 0.4 0.7 0.2 0.072
H -1.22045 -2.14697 -2.87507 0.7 1.2 -0.1 0.076
H -2.08286 -0.00148 -5.88428 -0.5 0.3 -0.3 0.105
H -2.98070 -1.49214 -5.94949 0.2 -0.6 0.0 0.122
H -0.34525 -0.75672 -7.37992 0.7 0.2 0.4 0.099
H -1.72915 -0.75820 -8.27104 -1.2 0.0 0.4 0.121
H -0.74912 -2.84221 -6.71125 1.1 -1.9 -0.6 0.110
H -0.78267 -2.35914 -9.77690 -0.6 0.7 0.6 0.126
H -0.93671 -3.96766 -9.15893 0.5 -0.2 -0.3 0.118
H 1.17915 -2.00624 -8.16140 0.0 0.8 -0.6 0.121
H 1.42733 -3.08195 -9.60854 0.2 0.8 -0.7 0.125
H 2.70763 -4.81885 -6.75870 0.3 0.4 0.2 0.088
H 3.34258 -3.34918 -7.65824 0.1 0.0 0.2 0.090
H 3.02288 -4.93356 -8.45026 0.3 0.2 -0.4 0.083
C -6.12498 0.83167 -2.03355 1.5 -0.5 -0.7 -0.180
C -5.06771 0.58747 -0.91977 -2.6 -0.2 1.0 -0.256
O -4.48750 -0.68433 -1.02367 0.4 -0.5 -1.4 -0.067
O -5.46939 1.10259 -3.30597 -0.3 0.5 0.6 -0.095
H -6.73205 1.71145 -1.82015 0.1 -0.1 0.1 0.119
H -6.74938 -0.04100 -2.22505 -0.2 -0.1 0.6 0.114
H -5.54333 0.40375 0.04363 -1.0 1.2 0.2 0.111
H -4.54175 1.53358 -0.79195 1.1 -0.4 -0.4 0.110
H -3.55616 -0.72601 -0.79461 0.6 0.4 -0.3 0.024
H -4.82145 0.41403 -3.47231 0.1 -0.2 0.1 0.067
C -0.34597 1.04492 0.34207 0.7 0.3 0.3 -0.189
C -1.78433 0.70846 -0.04992 0.5 0.7 0.1 -0.223
O -1.78161 -0.47010 -0.81705 -0.6 0.7 -1.1 -0.092
O -0.29377 1.83043 1.54430 -0.5 0.2 -0.5 -0.072
H 0.18512 1.55737 -0.46007 -0.3 0.5 -0.2 0.095
H 0.26616 0.14482 0.39871 -0.4 -0.4 0.5 0.106
H -2.27141 1.48016 -0.64602 0.5 0.1 -0.4 0.097
H -2.42516 0.73271 0.83147 0.1 -0.7 0.5 0.111
H -1.65114 -1.21910 -0.23089 0.2 -0.3 0.6 0.025
H 0.35996 1.54482 2.18669 0.2 -0.3 -0.3 0.067
C 4.08079 3.84696 4.30710 -0.1 -1.5 0.2 -0.073
C 2.74850 4.61482 4.40500 0.8 -1.7 -0.5 -0.427
C 1.40401 3.79567 4.13707 2.4 1.7 0.4 -0.168
O 0.30789 4.62950 4.50609 0.8 -1.0 -1.0 -0.185
C -0.86150 3.97198 4.09342 -1.6 1.3 0.0 -0.112
N 2.67829 5.01028 5.77195 -1.0 0.6 0.4 0.032
H 4.90582 4.37097 4.78963 -0.1 0.6 -0.3 0.072
H 4.42637 3.44243 3.35578 -0.2 0.4 -0.4 0.060
H 4.03380 2.96127 4.94069 -0.4 -0.2 0.1 0.065
H 2.83813 5.42041 3.67624 -0.6 0.4 -0.1 0.128
H 1.35324 2.93322 4.80167 0.3 -0.5 -0.4 0.129
H 1.47343 3.60734 3.06571 -0.7 -0.5 -0.1 0.112
H -1.64185 4.68191 4.36759 -0.4 -0.3 0.2 0.097
H -1.06106 3.00266 4.55024 0.3 -0.1 0.3 0.067
H -0.97967 3.86238 3.01540 0.6 -0.1 -0.2 0.079
H 1.70495 5.27922 5.79130 -0.2 0.7 1.3 0.060
H 3.25622 5.81773 5.95671 0.0 0.1 0.1 0.081
C -4.18097 4.99812 -7.12631 -1.7 2.6 1.8 -0.095
C -4.10239 3.77033 -6.20309 0.2 0.7 -1.4 -0.390
C -3.21611 3.83671 -4.94974 -0.5 2.3 -1.0 -0.253
O -2.68317 2.62621 -4.77194 1.4 -4.4 2.6 -0.170
C -2.11122 2.47201 -3.46267 1.1 -1.0 0.0 -0.091
N -5.46660 3.22451 -5.97172 0.7 -0.4 -0.5 0.059
H -3.28010 5.31953 -7.64903 0.0 -0.5 0.0 0.077
H -4.51816 5.86218 -6.55378 0.5 0.6 0.5 0.064
H -5.07500 5.02161 -7.74942 0.3 -1.1 -0.7 0.072
H -3.56498 3.30748 -7.03078 0.5 -2.2 1.0 0.118
H -3.70635 4.13951 -4.02449 -0.7 0.5 -0.2 0.131
H -2.31089 4.43449 -5.05627 -0.4 1.4 -0.5 0.128
H -1.33832 3.17748 -3.15766 -0.1 1.0 -0.7 0.081
H -1.53088 1.55256 -3.38580 -0.2 -0.4 -0.8 0.081
H -2.73397 2.38855 -2.57199 -1.2 0.4 -0.5 0.066
H -5.56431 2.51598 -6.68485 -0.5 0.2 -0.8 0.067
H -5.51242 2.57502 -5.19960 0.4 0.3 1.0 0.033
C 5.88384 -2.29618 4.52496 1.7 -0.8 -1.2 -0.088
C 5.33924 -0.87147 4.40056 1.1 -3.3 -0.5 -0.441
C 4.62664 -0.70977 3.07786 0.3 0.1 -0.6 -0.230
O 4.09780 0.55702 2.97757 -1.4 2.6 0.1 -0.194
C 3.51317 0.79952 1.70902 1.4 -0.3 -0.8 -0.096
N 4.47747 -1.00581 5.47517 -2.6 2.9 2.6 0.006
H 5.09949 -3.04887 4.44526 -0.3 0.2 -0.8 0.076
H 6.22501 -2.55024 5.52853 0.6 0.7 0.0 0.082
H 6.65429 -2.50205 3.78191 0.2 -0.4 0.1 0.076
H 6.09370 -0.11900 4.63008 0.0 0.1 -0.4 0.154
H 3.77008 -1.38238 3.03294 0.2 -0.8 -0.1 0.131
H 5.25917 -0.79196 2.19398 0.5 -0.8 0.0 0.128
H 2.85622 -0.00567 1.38011 -0.6 0.1 0.3 0.084
H 4.30678 0.78490 0.96198 0.5 -0.3 -0.3 0.085
H 3.14009 1.80401 1.50921 -0.6 -0.1 1.0 0.072
H 3.89935 -0.17819 5.44502 -0.9 -0.1 0.8 0.077
H 3.93199 -1.85425 5.52719 -0.1 0.2 -0.3 0.082
C 2.61942 2.34630 -5.46588 -0.9 1.4 -0.2 -0.079
C 3.27174 2.42130 -4.11219 0.2 -1.9 2.7 -0.364
C 2.33386 1.91638 -2.86687 -0.3 0.4 -0.9 -0.191
O 2.77431 2.32587 -1.60091 0.8 1.2 1.3 -0.225
C 2.29648 3.56771 -1.02031 0.2 -1.0 -0.4 -0.070
N 4.51752 1.57438 -4.13505 -0.7 0.7 -0.6 0.024
H 3.16135 2.85585 -6.26259 0.9 -0.7 0.0 0.078
H 1.76826 3.02630 -5.50107 -0.6 -0.3 0.5 0.071
H 2.25138 1.36068 -5.75087 0.3 0.0 0.0 0.080
H 3.48768 3.43030 -3.76091 0.4 0.2 -0.6 0.124
H 2.29941 0.83447 -2.73893 0.3 -0.2 -0.7 0.117
H 1.28646 2.20621 -2.95078 -0.3 0.4 -0.5 0.099
H 2.70307 3.66422 -0.01360 0.4 -0.3 -0.1 0.072
H 1.21923 3.51982 -0.86114 -0.2 0.2 -0.4 0.072
H 2.60568 4.45227 -1.57712 -0.2 0.0 -0.2 0.084
H 5.01558 1.46034 -3.26383 -0.3 0.5 0.4 0.059
H 4.20348 0.64558 -4.37753 0.1 -0.2 -0.2 0.055
```
Forces are in eV/Å.

Computed properties:
Frontier orbital gap in eV: 8.49
SMILES string: COC[C@H](C)N.COC[C@H](C)N.COC[C@H](C)N.COC[C@H](C)N.COCCNCCOC.COCCNCCOC.COCCNCCOC.OCCO.OCCO

# 4
One molecule with the formula C7H11Cl. Source: the Open Molecules 2025 dataset; level of theory: ωB97M-V with the def2-TZVPD basis set.

```
19
Properties=species:S:1:pos:R:3:forces:R:3:lowdin_charge:R:1
C 0.86517 -1.15794 -1.57503 0.4 -3.3 -4.2 -0.130
C 0.59441 0.04269 -0.81980 -4.9 1.2 0.3 -0.471
C 1.71773 0.61558 -0.09716 1.5 -0.6 0.5 -0.665
C 0.74920 1.05968 1.03420 -0.5 -0.3 1.2 -0.158
C -0.17675 -0.15839 0.67840 0.3 2.7 -1.4 -0.249
C -1.61058 0.27902 0.84758 -1.1 1.0 -2.0 -0.171
C -2.79212 -0.47521 0.84397 -0.3 1.9 2.1 -0.033
H 2.03435 -1.12807 -2.15588 -3.5 -0.2 1.9 0.155
H 0.03695 -1.28888 -2.49928 2.4 0.1 2.5 0.129
H 0.73611 -2.08596 -0.86553 0.7 1.5 -1.7 0.099
H -0.18451 0.75201 -1.30151 1.9 -0.7 0.4 0.169
H 2.33238 -0.38962 0.02566 -0.7 2.5 1.0 0.145
H 0.13443 2.01569 1.05735 0.9 -0.8 -1.9 0.110
H 0.91516 1.20801 2.07311 1.7 -0.8 1.2 0.088
H 0.03303 -1.13182 1.02206 0.6 -1.0 0.8 0.112
H -1.43484 1.56157 0.68277 -2.1 -3.8 0.2 0.161
H -3.80731 0.14443 0.76260 2.3 -1.4 0.2 0.072
H -2.96870 -1.54212 1.36361 1.0 2.3 -1.9 0.091
Cl 2.82588 1.67932 -1.07714 -0.5 -0.1 0.7 0.546
```
Forces are in eV/Å.

Computed properties:
Frontier orbital gap in eV: 10.06
SMILES string: C=C[C@@H]1C[C@H](Cl)[C@H]1C

Number 1: DFT total energy -688.11826 Eh. Number 2: DFT total energy -1152.93016 Eh. Number 3: DFT total energy -2944.51561 Eh. Number 4: DFT total energy -733.31213 Eh.